A:
One molecule with the formula C3H6N2S, computed with ωB97M-V/def2-TZVPD.

Positions of all 12 atoms, in Å:
S -2.072 -1.767 -0.666
C -0.897 -0.644 -0.368
C 0.067 -0.685 0.796
C 0.749 0.597 0.615
N 0.576 1.054 -0.708
N -0.480 0.268 -1.286
H -0.790 -0.787 1.639
H 0.636 -1.710 0.847
H 1.773 0.588 0.965
H 0.317 1.308 1.347
H 1.364 0.980 -1.420
H -1.243 0.799 -1.761

The orbital gap comes out at 8.77 eV. Its structure (SMILES) is S=C1CCNN1. Its LUMO energy is 0.488 eV. As for the HOMO energy: -8.28 eV.

Results of the Löwdin charge analysis, in e, for atoms 1 through 5: atom 1 (S): 0.597, atom 2 (C): -0.885, atom 3 (C): -0.201, atom 4 (C): -0.284, atom 5 (N): -0.055

B:
One molecule with the formula C3H6N2S, computed with ωB97M-V/def2-TZVPD.

Positions of all 12 atoms, in Å:
N 1.363 1.581 -0.237
C 0.925 0.415 0.454
C 1.595 -0.911 -0.021
N 0.223 -1.418 -0.155
C -0.411 -0.255 0.108
S -1.939 0.220 -0.013
H 1.149 1.514 -1.219
H 0.819 2.368 0.095
H 1.120 0.556 1.527
H 2.184 -1.481 0.729
H 2.250 -0.843 -0.920
H -0.252 -2.259 -0.498

The orbital gap comes out at 9.25 eV. Its structure (SMILES) is N[C@@H]1CNC1=S. Its LUMO energy is 0.828 eV. As for the HOMO energy: -8.42 eV.

Results of the Löwdin charge analysis, in e, for atoms 1 through 5: atom 1 (N): 0.049, atom 2 (C): -0.382, atom 3 (C): -0.111, atom 4 (N): 0.016, atom 5 (C): -0.890

C:
One molecule with the formula C3H6N2S, computed with ωB97M-V/def2-TZVPD.

Positions of all 12 atoms, in Å:
C -1.593 0.870 -0.010
C -1.236 -0.586 0.002
N -0.065 -1.098 0.002
N 0.991 -0.229 -0.004
C 2.243 -0.696 -0.003
S 3.586 0.253 -0.001
H -1.153 1.378 0.911
H -2.664 1.003 0.001
H -1.193 1.379 -0.877
H -2.027 -1.312 -0.001
H 0.837 0.815 -0.003
H 2.274 -1.777 -0.017

The orbital gap comes out at 8.91 eV. Its structure (SMILES) is C/C=N\NC=S. Its LUMO energy is 0.352 eV. As for the HOMO energy: -8.55 eV.

Results of the Löwdin charge analysis, in e, for atoms 1 through 5: atom 1 (C): -0.086, atom 2 (C): -0.201, atom 3 (N): 0.027, atom 4 (N): -0.115, atom 5 (C): -0.729

It is B that is most stable; the runner-up trails by 45.4 kJ/mol.

A:
One molecule with the formula C3H6N4, computed with ωB97M-V/def2-TZVPD.

Positions of all 13 atoms, in Å:
C -0.886 -1.432 -0.049
C 0.009 1.973 -0.031
C 1.341 -0.749 -0.017
N -1.952 0.635 -0.014
N -2.398 -0.546 -0.051
N -0.021 -0.438 0.025
N -0.660 0.763 -0.005
H -0.824 -2.359 -0.396
H 0.939 1.966 0.568
H -0.715 2.861 -0.061
H 1.973 -0.154 0.655
H 1.389 -1.797 0.404
H 1.804 -0.723 -1.028

The orbital gap (spin up / spin down) comes out at 6.51 / 7.60 eV. Its LUMO energy (spin up / spin down) is 0.126 / 0.640 eV. As for the HOMO energy (spin up / spin down): -6.39 / -6.97 eV.

Results of the Löwdin charge analysis, in e, for atoms 1 through 5: atom 1 (C): 0.015, atom 2 (C): -0.048, atom 3 (C): -0.046, atom 4 (N): -0.061, atom 5 (N): 0.077

B:
C3H6N4 as an isolated structure, computed with ωB97M-V/def2-TZVPD.

Positions of all 13 atoms, in Å:
C -1.704 -1.651 0.739
C -0.610 2.320 -1.362
C -0.848 -0.654 0.823
N -0.980 0.455 1.619
N 0.357 2.067 2.538
N 0.104 2.400 -0.429
N -0.154 1.260 1.968
H -1.478 -2.424 -0.031
H -2.657 -1.597 1.172
H -1.160 2.404 -2.214
H 2.742 0.174 -0.553
H 0.212 -0.867 0.289
H 2.304 0.798 -0.336

The orbital gap comes out at 9.58 eV. Its LUMO energy is 0.896 eV. As for the HOMO energy: -8.68 eV.

Results of the Löwdin charge analysis, in e, for atoms 1 through 5: atom 1 (C): -0.027, atom 2 (C): -0.010, atom 3 (C): -0.283, atom 4 (N): 0.035, atom 5 (N): 0.206

It is B that is most stable; the runner-up trails by 177.7 kJ/mol.

A:
A 2-piece molecular cluster, C3H6N4 overall, computed with ωB97M-V/def2-TZVPD.

Positions of all 13 atoms, in Å:
C 0.464 0.672 -0.121
C 1.227 -0.578 -0.022
C 1.129 1.896 -0.770
N -1.508 -1.841 -0.540
N -2.082 -1.900 0.405
N -2.500 -2.295 1.453
N 1.081 -0.078 1.087
H -0.592 0.606 -0.111
H 1.764 -1.376 -0.716
H 2.086 1.641 -1.282
H 1.294 2.799 -0.082
H 0.312 2.174 -1.485
H -2.675 -1.719 2.185

The orbital gap comes out at 10.51 eV. Its LUMO energy is 1.055 eV. As for the HOMO energy: -9.46 eV.

Results of the Löwdin charge analysis, in e, for atoms 1 through 5: atom 1 (C): -0.351, atom 2 (C): -0.208, atom 3 (C): -0.088, atom 4 (N): 0.205, atom 5 (N): -0.288

B:
C3H6N4 as an isolated structure, computed with ωB97M-V/def2-TZVPD.

Positions of all 13 atoms, in Å:
C -1.510 -0.950 0.013
C -0.044 -0.635 -0.032
C 2.010 -0.536 -0.053
H -1.611 -2.036 0.323
H -1.957 -0.347 0.794
H -2.022 -0.857 -0.929
H 3.077 -0.892 -0.034
H -0.696 2.160 0.934
H 0.050 2.437 -0.775
N 0.966 -1.443 -0.151
N 1.774 0.748 0.128
N 0.409 0.616 -0.025
N -0.447 1.733 -0.191

The orbital gap comes out at 10.35 eV. Its LUMO energy is 0.741 eV. As for the HOMO energy: -9.61 eV.

Results of the Löwdin charge analysis, in e, for atoms 1 through 5: atom 1 (C): -0.012, atom 2 (C): -0.410, atom 3 (C): -0.248, atom 4 (H): 0.101, atom 5 (H): 0.066

It is B that is most stable; the runner-up trails by 282.8 kJ/mol.

A:
A 3-piece molecular cluster, C4H10O3 overall, computed with ωB97M-V/def2-TZVPD.

Positions of all 17 atoms, in Å:
C -0.414 -0.005 -2.494
C 0.136 1.057 -1.902
C -0.162 1.370 -0.491
C -0.357 2.621 -0.087
O -0.318 0.373 0.450
H -1.387 -0.331 -2.136
H -0.093 -0.287 -3.489
H 0.978 1.591 -2.262
H -0.795 2.842 0.878
H -0.053 3.484 -0.665
H -0.610 -0.394 -0.057
O 0.816 -1.177 2.952
H 0.461 -0.278 3.016
H 1.592 -0.937 2.423
O -0.006 -3.003 0.501
H 0.269 -2.535 -0.286
H 0.232 -2.541 1.311

The orbital gap comes out at 9.60 eV. Its structure (SMILES) is C=CC(=C)O.O.O. Its LUMO energy is 0.540 eV. As for the HOMO energy: -9.06 eV.

Results of the Löwdin charge analysis, in e, for atoms 1 through 5: atom 1 (C): 0.019, atom 2 (C): -0.111, atom 3 (C): -0.421, atom 4 (C): 0.064, atom 5 (O): 0.020

B:
One molecule with the formula C4H10O3, computed with ωB97M-V/def2-TZVPD.

Positions of all 17 atoms, in Å:
C 1.753 0.912 -0.207
O 1.475 -0.432 -0.030
C 0.543 -0.944 -0.937
C -0.604 -0.792 0.317
O -0.382 0.041 1.495
C -1.807 -0.097 -0.252
O -1.526 1.267 -0.527
H 2.011 1.308 0.776
H 0.926 1.501 -0.635
H 2.604 0.898 -0.883
H 0.375 -0.304 -1.840
H 1.071 -1.836 -1.396
H -0.704 -1.804 0.686
H 0.278 -0.309 2.111
H -2.643 -0.184 0.446
H -2.026 -0.576 -1.201
H -1.327 1.684 0.325

The orbital gap comes out at 9.61 eV. Its structure (SMILES) is COC[C@@H](O)CO. Its LUMO energy is 0.779 eV. As for the HOMO energy: -8.83 eV.

Results of the Löwdin charge analysis, in e, for atoms 1 through 5: atom 1 (C): -0.123, atom 2 (O): -0.271, atom 3 (C): -0.107, atom 4 (C): -0.245, atom 5 (O): -0.050

It is A that is most stable; the runner-up trails by 133.3 kJ/mol.

A:
One molecule with the formula CH4N2O2S, computed with ωB97M-V/def2-TZVPD.

Positions of all 10 atoms, in Å:
H 1.219 -2.233 0.678
N 0.539 -1.505 0.441
C 1.053 -0.349 0.447
S -0.157 0.950 0.253
N -1.533 0.325 -0.824
O 0.490 2.039 -0.346
O -0.811 1.046 1.511
H 1.997 -0.033 0.239
H -1.151 0.417 -1.829
H -1.646 -0.656 -0.570

The orbital gap comes out at 10.55 eV. Its structure (SMILES) is [H]/N=C/S(N)(=O)=O. Its LUMO energy is -0.259 eV. As for the HOMO energy: -10.81 eV.

Results of the Löwdin charge analysis, in e, for atoms 1 through 5: atom 1 (H): 0.074, atom 2 (N): 0.093, atom 3 (C): -0.255, atom 4 (S): 0.593, atom 5 (N): -0.072

B:
One molecule with the formula CH4N2O2S, computed with ωB97M-V/def2-TZVPD.

Positions of all 10 atoms, in Å:
C 0.134 -0.559 -1.525
N -0.232 -0.206 2.484
N -0.544 0.102 1.370
O 0.083 2.201 -0.209
O 1.144 0.000 -0.665
S 0.859 1.223 0.457
H -0.730 0.075 -1.365
H -0.185 -1.499 -1.049
H 0.522 -0.746 -2.491
H -1.052 -0.591 2.992

The orbital gap (spin up / spin down) comes out at 9.02 / 9.02 eV. Its LUMO energy (spin up / spin down) is 0.374 / 0.375 eV. As for the HOMO energy (spin up / spin down): -8.65 / -8.65 eV.

Results of the Löwdin charge analysis, in e, for atoms 1 through 5: atom 1 (C): -0.122, atom 2 (N): -0.030, atom 3 (N): -0.154, atom 4 (O): -0.456, atom 5 (O): -0.473

C:
One molecule with the formula CH4N2O2S, computed with ωB97M-V/def2-TZVPD.

Positions of all 10 atoms, in Å:
O 0.290 -0.985 -1.667
C 0.382 -0.655 -0.535
N 0.331 -1.904 0.327
O 0.177 -1.164 1.769
N 0.122 0.487 0.153
S -0.494 2.059 -0.237
H -0.588 -2.568 0.179
H 0.942 -1.556 2.250
H -0.042 0.581 1.159
H -1.613 1.632 -0.771

The orbital gap comes out at 10.13 eV. Its structure (SMILES) is O=C(NO)NS. Its LUMO energy is 0.454 eV. As for the HOMO energy: -9.67 eV.

Results of the Löwdin charge analysis, in e, for atoms 1 through 5: atom 1 (O): 0.088, atom 2 (C): -0.599, atom 3 (N): 0.079, atom 4 (O): -0.174, atom 5 (N): -0.349

It is A that is most stable; the runner-up trails by 105.7 kJ/mol.

A:
A 4-piece molecular cluster, C4H14O3 overall, computed with ωB97M-V/def2-TZVPD.

Positions of all 21 atoms, in Å:
C 1.071 -0.200 -1.117
C 0.223 -0.974 -1.819
C 0.193 -0.992 -3.347
C -0.365 -2.270 -1.303
H 1.015 -0.082 -0.050
H 1.454 0.628 -1.698
H -0.882 -0.850 -3.510
H 0.498 -2.008 -3.601
H 0.769 -0.220 -3.873
H 0.409 -3.044 -1.264
H -1.123 -2.622 -2.004
H -0.658 -2.219 -0.258
O -0.456 -0.036 1.647
H -1.290 -0.426 1.938
H 0.119 -0.649 2.130
O -1.283 2.623 1.840
H -0.724 1.826 1.858
H -1.340 2.948 0.946
O 0.643 2.476 4.543
H 0.184 3.286 4.306
H 1.543 2.804 4.636

The orbital gap comes out at 9.68 eV. Its structure (SMILES) is C=C(C)C.O.O.O. Its LUMO energy is 0.582 eV. As for the HOMO energy: -9.10 eV.

Results of the Löwdin charge analysis, in e, for atoms 1 through 5: atom 1 (C): 0.031, atom 2 (C): -0.408, atom 3 (C): -0.080, atom 4 (C): -0.085, atom 5 (H): 0.026

B:
A 4-piece molecular cluster, C4H14O3 overall, computed with ωB97M-V/def2-TZVPD.

Positions of all 21 atoms, in Å:
C 1.636 1.192 1.205
C 0.818 1.215 -0.055
C -0.482 1.499 -0.090
C -1.183 1.437 -1.433
H 1.930 0.177 1.469
H 2.549 1.763 1.047
H 0.987 1.659 1.942
H 1.329 0.993 -0.983
H -0.995 1.617 0.849
H -0.448 1.598 -2.224
H -1.730 0.511 -1.524
H -1.817 2.308 -1.636
O -2.049 -0.944 1.798
H -2.657 -1.605 1.459
H -1.354 -1.331 2.334
O 2.065 -2.364 -0.783
H 1.190 -2.652 -0.467
H 2.135 -2.934 -1.559
O -0.691 -1.765 -0.490
H -1.116 -1.176 0.155
H -0.118 -1.197 -1.017

The orbital gap comes out at 9.78 eV. Its structure (SMILES) is C/C=C/C.O.O.O. Its LUMO energy is 0.607 eV. As for the HOMO energy: -9.17 eV.

Results of the Löwdin charge analysis, in e, for atoms 1 through 5: atom 1 (C): -0.091, atom 2 (C): -0.205, atom 3 (C): -0.184, atom 4 (C): -0.105, atom 5 (H): 0.070

It is B that is most stable; the runner-up trails by 52.7 kJ/mol.

A:
A 3-piece molecular cluster, C4H14O3 overall, computed with ωB97M-V/def2-TZVPD.

Positions of all 21 atoms, in Å:
C 1.035 0.321 2.281
C -0.163 0.471 1.293
C -0.085 1.659 0.347
C -0.879 1.420 -0.959
O -1.026 2.706 -1.543
H 0.710 0.599 3.277
H 1.413 -0.699 2.254
H 1.867 0.959 1.980
H -1.047 0.548 1.919
H -0.189 -0.426 0.670
H 0.938 1.920 0.071
H -0.564 2.556 0.743
H -0.288 0.803 -1.639
H -1.820 0.930 -0.692
H -1.551 2.658 -2.350
O -0.619 -1.827 -2.501
H -0.367 -2.113 -1.624
H 0.162 -1.802 -3.063
O 0.593 -3.282 -0.291
H 1.333 -3.166 0.291
H 0.546 -4.236 -0.464

The orbital gap comes out at 10.47 eV. Its structure (SMILES) is CCCCO.O.O. Its LUMO energy is 0.433 eV. As for the HOMO energy: -10.04 eV.

Results of the Löwdin charge analysis, in e, for atoms 1 through 5: atom 1 (C): -0.096, atom 2 (C): -0.247, atom 3 (C): -0.204, atom 4 (C): -0.276, atom 5 (O): -0.082

B:
A 3-piece molecular cluster, C4H14O3 overall, computed with ωB97M-V/def2-TZVPD.

Positions of all 21 atoms, in Å:
C -0.340 2.647 0.647
C -0.574 1.309 1.280
O -0.111 1.261 2.644
H -0.827 3.441 1.216
H -0.776 2.673 -0.358
H 0.721 2.875 0.563
H -0.044 0.533 0.718
H -1.626 1.011 1.211
H -0.858 1.124 3.232
C -0.366 -0.669 -2.027
C 0.818 -1.523 -1.630
O 0.360 -2.869 -1.515
H -0.705 -0.925 -3.033
H -0.127 0.397 -2.028
H -1.223 -0.808 -1.360
H 1.271 -1.189 -0.693
H 1.575 -1.448 -2.420
H 1.120 -3.457 -1.511
O 0.605 -1.724 1.974
H 0.575 -1.895 1.029
H 0.532 -0.767 2.062

The orbital gap comes out at 11.45 eV. Its structure (SMILES) is CCO.CCO.O. Its LUMO energy is 0.765 eV. As for the HOMO energy: -10.68 eV.

Results of the Löwdin charge analysis, in e, for atoms 1 through 5: atom 1 (C): -0.088, atom 2 (C): -0.320, atom 3 (O): -0.077, atom 4 (H): 0.077, atom 5 (H): 0.074

C:
A 4-piece molecular cluster, C4H14O3 overall, computed with ωB97M-V/def2-TZVPD.

Positions of all 21 atoms, in Å:
C 3.794 -1.618 -0.850
C 3.687 -0.281 -0.398
C 2.356 0.177 0.239
C 4.492 0.909 -0.886
H 4.705 -2.216 -0.763
H 2.913 -2.187 -1.217
H 1.617 0.053 -0.578
H 2.060 -0.222 1.235
H 2.307 1.258 0.543
H 4.259 1.795 -0.173
H 5.705 0.740 -0.981
H 4.008 1.336 -1.741
O -3.619 1.592 4.975
H -4.374 2.080 5.400
H -3.099 2.412 4.757
O -4.823 -0.021 2.288
H -4.175 -0.243 2.879
H -4.797 0.861 2.641
O -2.931 -1.233 -5.946
H -3.760 -1.562 -5.632
H -2.355 -1.934 -5.547

The orbital gap comes out at 8.69 eV. Its structure (SMILES) is C=C(C)C.O.O.O. Its LUMO energy is 0.468 eV. As for the HOMO energy: -8.22 eV.

Results of the Löwdin charge analysis, in e, for atoms 1 through 5: atom 1 (C): 0.017, atom 2 (C): -0.387, atom 3 (C): -0.108, atom 4 (C): -0.113, atom 5 (H): 0.039

It is A that is most stable; the runner-up trails by 18.5 kJ/mol.

A:
One molecule with the formula CH3NO, computed with ωB97M-V/def2-TZVPD.

Positions of all 6 atoms, in Å:
N -0.559 0.330 -0.260
C 0.536 -0.312 0.213
O 1.580 -0.564 -0.408
H -0.625 0.664 -1.272
H -1.203 0.467 0.474
H 0.272 -0.586 1.252

The orbital gap comes out at 11.02 eV. Its structure (SMILES) is NC=O. Its LUMO energy is 0.904 eV. As for the HOMO energy: -10.11 eV.

Results of the Löwdin charge analysis, in e, for atoms 1 through 5: atom 1 (N): 0.095, atom 2 (C): -0.420, atom 3 (O): -0.018, atom 4 (H): 0.153, atom 5 (H): 0.068

B:
One molecule with the formula CH3NO, computed with ωB97M-V/def2-TZVPD.

Positions of all 6 atoms, in Å:
C 0.270 -0.151 0.249
N 0.430 0.786 -0.744
O 1.067 -0.466 -1.000
H 0.787 0.007 1.211
H -0.544 -0.838 0.470
H -0.323 1.075 -1.511

The orbital gap comes out at 10.42 eV. Its structure (SMILES) is C1NO1. Its LUMO energy is 1.116 eV. As for the HOMO energy: -9.30 eV.

Results of the Löwdin charge analysis, in e, for atoms 1 through 5: atom 1 (C): -0.187, atom 2 (N): -0.081, atom 3 (O): -0.102, atom 4 (H): 0.107, atom 5 (H): 0.102

C:
One molecule with the formula CH3NO, computed with ωB97M-V/def2-TZVPD.

Positions of all 6 atoms, in Å:
C -0.110 -0.739 0.569
N -0.036 -0.137 -0.523
O 0.600 1.032 -0.781
H 0.505 -0.407 1.388
H -0.870 -1.398 0.766
H -0.088 1.650 -1.419

The orbital gap comes out at 10.03 eV. Its structure (SMILES) is C=NO. Its LUMO energy is 0.693 eV. As for the HOMO energy: -9.34 eV.

Results of the Löwdin charge analysis, in e, for atoms 1 through 5: atom 1 (C): -0.043, atom 2 (N): -0.155, atom 3 (O): -0.124, atom 4 (H): 0.069, atom 5 (H): 0.040

D:
A 2-piece molecular cluster, CH3NO overall, computed with ωB97M-V/def2-TZVPD.

Positions of all 6 atoms, in Å:
C -0.028 0.200 0.415
N -0.813 -0.795 -0.056
O -1.186 0.631 -0.169
H 0.464 0.509 1.392
H 1.889 0.705 -0.622
H -0.326 -1.250 -0.958

The orbital gap (spin up / spin down) comes out at 9.99 / 8.34 eV. Its LUMO energy (spin up / spin down) is 0.103 / -0.399 eV. As for the HOMO energy (spin up / spin down): -9.88 / -8.74 eV.

Results of the Löwdin charge analysis, in e, for atoms 1 through 5: atom 1 (C): -0.317, atom 2 (N): 0.015, atom 3 (O): -0.039, atom 4 (H): 0.100, atom 5 (H): 0.079

It is A that is most stable; the runner-up trails by 310.9 kJ/mol.